# 1
Molecular formula: C12H24BCl4CsF4O4S2
Method: DFT, ωB97M-V with the def2-TZVPD basis set

XYZ file:
```
52
Properties=species:S:1:pos:R:3
Cs 4.586 1.607 1.258
B 2.637 -0.767 0.226
F 3.073 -1.104 -1.035
F 3.575 -1.076 1.226
F 2.346 0.574 0.344
F 1.318 -1.308 0.551
C 0.409 3.621 -3.719
C -0.577 3.385 -2.580
C 0.192 3.384 -1.231
S 1.726 4.471 -1.415
O 2.910 3.646 -1.256
O 1.462 5.720 -0.712
C 1.296 4.741 -3.256
H -0.050 3.844 -4.682
H 1.110 2.820 -3.952
H -1.058 2.420 -2.742
H -1.262 4.231 -2.530
H 0.520 2.362 -1.046
H -0.328 3.857 -0.398
H 2.150 5.174 -3.777
H 0.519 5.502 -3.196
C -4.488 -1.864 0.398
C -3.225 -1.045 0.503
C -2.176 -1.830 1.253
S -2.617 -3.707 1.248
O -3.052 -4.158 2.604
O -1.651 -4.446 0.426
C -4.143 -3.371 0.356
H -5.055 -1.453 -0.437
H -5.163 -1.781 1.250
H -3.433 -0.083 0.973
H -2.712 -0.736 -0.408
H -2.079 -1.561 2.305
H -1.175 -1.653 0.859
H -4.962 -3.959 0.771
H -3.913 -3.669 -0.667
Cl 2.464 -4.011 1.832
C 2.201 -4.424 0.064
C 2.393 -5.899 -0.155
Cl 1.988 -6.336 -1.814
H 2.859 -3.776 -0.515
H 1.160 -4.292 -0.229
H 1.660 -6.410 0.470
H 3.434 -6.194 -0.025
Cl 0.651 4.511 3.425
C 1.258 2.928 2.808
C 0.177 1.776 2.768
Cl -0.599 1.525 4.243
H 2.241 2.648 3.188
H 1.475 3.226 1.783
H 0.520 0.767 2.536
H -0.594 2.177 2.111
```

- Multiplicity: 1
- E: -3854.37342 Eh
- M: 657.975 g/mol

=====

# 2
Molecular formula: C12H24BF4O6Pb
Method: DFT, ωB97M-V with the def2-TZVPD basis set

XYZ file:
```
48
Properties=species:S:1:pos:R:3
Pb -0.079 0.229 0.373
C 2.469 2.274 1.911
C 1.401 1.885 2.929
O 0.915 0.553 2.594
C 0.244 -0.139 3.682
C -0.115 -1.518 3.217
O -1.040 -1.406 2.104
C -1.587 -2.671 1.693
C -2.695 -2.453 0.682
O -2.184 -1.728 -0.481
C -2.203 -2.289 -1.668
C -0.384 -2.777 -2.081
O 0.313 -1.666 -1.922
C 1.043 -1.074 -3.048
C 0.944 0.428 -3.015
O 1.340 0.906 -1.719
C 1.863 2.247 -1.754
C 1.790 2.846 -0.379
O 1.950 1.948 0.600
H 3.378 1.696 2.040
H 2.684 3.336 2.008
H 0.568 2.588 2.915
H 1.832 1.878 3.926
H -0.641 0.418 3.993
H 0.919 -0.230 4.534
H -0.583 -2.047 4.047
H 0.778 -2.070 2.915
H -2.016 -3.176 2.559
H -0.787 -3.306 1.299
H -3.489 -1.837 1.099
H -3.125 -3.409 0.388
H -2.307 -1.576 -2.487
H -2.693 -3.255 -1.773
H -0.438 -3.193 -3.086
H -0.299 -3.461 -1.241
H 0.657 -1.426 -4.006
H 2.073 -1.398 -2.940
H -0.054 0.765 -3.272
H 1.619 0.776 -3.799
H 1.342 2.871 -2.478
H 2.924 2.223 -2.032
H 0.374 2.912 -0.249
H 2.256 3.824 -0.252
F -0.640 2.496 -0.003
B -2.097 2.300 -1.952
F -3.132 2.823 -1.372
F -1.244 2.935 -2.723
F -1.847 0.949 -1.775
```

- Energy relative to the best compared isomer or geometry (same formula, charge and spin): 0.2527 eV
- Total charge: +3
- Multiplicity: 1
- E: -1539.22165 Eh
- M: 558.322 g/mol

=====

# 3
Molecular formula: C12H24Br10O2Sr3
Method: DFT, ωB97M-V with the def2-TZVPD basis set

XYZ file:
```
51
Properties=species:S:1:pos:R:3
Sr 3.707 0.001 -2.219
Sr 3.367 -2.337 3.188
Sr 1.934 -3.170 -0.435
O 1.329 -1.661 1.685
C 0.789 -0.376 1.344
C 0.811 0.090 -0.292
O 1.479 -0.666 -1.329
H 1.217 0.350 2.036
H -0.242 -0.362 1.697
H 1.154 1.112 -0.455
H -0.219 0.180 -0.636
Br -3.275 -0.685 -2.332
C -2.949 0.897 -1.295
C -2.100 1.759 -2.157
Br -1.636 3.347 -1.050
H -2.443 0.555 -0.392
H -3.929 1.324 -1.082
H -2.606 2.131 -3.049
H -1.184 1.367 -2.600
Br -0.704 -4.473 -0.670
C -2.525 -3.805 -0.255
C -2.233 -2.488 0.542
Br -4.023 -2.133 1.227
H -3.026 -4.497 0.422
H -3.191 -3.574 -1.086
H -1.847 -1.617 0.013
H -1.597 -2.585 1.422
Br 3.500 4.029 -1.778
C 3.003 4.766 -0.053
C 1.802 3.990 0.501
Br 1.795 4.305 2.445
H 2.870 5.846 -0.001
H 3.747 4.611 0.730
H 1.980 2.920 0.396
H 0.868 4.379 0.097
Br -0.608 -0.781 6.933
C -0.208 0.047 5.106
C 1.245 0.682 5.385
Br 2.580 -0.743 5.522
H -0.981 0.805 4.983
H -0.315 -0.641 4.268
H 1.239 1.256 6.311
H 1.591 1.389 4.631
Br 0.571 -3.749 -3.470
C -0.484 -2.409 -4.406
C 0.449 -1.458 -5.016
Br -0.604 -0.305 -6.261
H -1.182 -1.872 -3.765
H -1.077 -2.939 -5.152
H 1.326 -1.889 -5.501
H 0.833 -0.922 -4.147
```

- Energy relative to the best compared isomer or geometry (same formula, charge and spin): 1.2243 eV
- Total charge: +4
- Multiplicity: 1
- E: -26452.91829 Eh
- M: 1262.222 g/mol

=====

# 4
Molecular formula: C12H24Cl2N2OV
Method: DFT, ωB97M-V with the def2-TZVPD basis set

XYZ file:
```
42
Properties=species:S:1:pos:R:3
V -1.884 0.155 0.257
Cl -1.041 1.719 1.468
Cl -1.403 -1.965 0.547
C -3.655 -0.062 0.547
H -4.186 -0.970 0.226
H -4.221 0.575 1.244
C -2.147 0.524 -1.623
C -3.342 0.885 -0.939
H -2.150 -0.457 -2.119
C -3.601 2.360 -0.624
H -4.205 0.522 -1.528
C -3.110 3.254 -1.762
H -4.679 2.488 -0.475
H -3.129 2.644 0.326
C -1.619 3.029 -2.024
H -3.689 3.029 -2.669
H -3.297 4.310 -1.524
C -1.224 1.548 -2.250
H -1.332 3.612 -2.910
H -1.037 3.442 -1.184
H -1.215 1.343 -3.331
H -0.180 1.391 -1.928
C 1.816 -2.845 -0.940
N 2.545 -2.497 0.253
C 3.466 -3.481 0.782
C 2.246 -1.258 0.764
O 1.396 -0.553 0.188
N 2.829 -0.752 1.905
C 3.947 -1.257 2.672
C 2.425 0.600 2.198
H 2.171 -3.820 -1.282
H 1.987 -2.098 -1.722
H 0.739 -2.886 -0.740
H 4.481 -3.072 0.881
H 3.131 -3.883 1.750
H 3.498 -4.307 0.066
H 4.918 -0.964 2.237
H 3.875 -0.812 3.671
H 3.909 -2.344 2.775
H 2.693 1.276 1.376
H 1.340 0.658 2.332
H 2.938 0.920 3.109
```

- Energy relative to the best compared isomer or geometry (same formula, charge and spin): 0.0000 eV
- Multiplicity: 2
- E: -2520.75347 Eh
- M: 334.187 g/mol

=====

# 5
Molecular formula: C12H24Cl2N3O2P2Tl
Method: DFT, ωB97M-V with the def2-TZVPD basis set

XYZ file:
```
46
Properties=species:S:1:pos:R:3
C 1.882 2.097 2.857
C 1.506 0.935 2.102
H 2.564 1.940 3.666
H 0.905 2.464 3.317
H 2.190 2.849 2.106
O 1.732 -0.095 1.477
Cl -0.163 1.689 1.726
Tl 0.455 0.565 -2.408
P 3.004 1.897 -1.824
C 4.191 0.695 -2.374
C 2.502 2.786 -3.346
H 3.188 3.767 -0.321
H 4.580 3.616 -1.330
H 4.347 2.584 0.034
C 3.830 3.036 -0.804
H 1.566 3.352 -3.131
H 3.313 3.476 -3.654
H 5.040 1.220 -2.820
H 3.776 -0.005 -3.107
H 2.227 2.053 -4.139
H 4.540 0.094 -1.529
C 2.004 -1.804 -1.202
O 2.262 -2.889 -0.960
Cl -1.239 -1.103 -3.494
C -4.220 -1.164 1.590
N -3.849 -0.872 0.182
C -3.530 -2.143 -0.559
N -2.403 -2.859 0.189
C -2.827 -3.142 1.571
N -3.162 -1.896 2.313
C -1.933 -1.040 2.506
P -1.186 -0.487 0.828
C -2.791 0.150 0.074
C -1.105 -2.214 0.104
H -5.139 -1.765 1.607
H -4.467 -0.189 2.100
H -3.345 -2.010 -1.668
H -4.422 -2.807 -0.626
H -1.991 -3.708 2.080
H -3.695 -3.816 1.569
H -2.181 -0.161 3.146
H -1.166 -1.620 3.076
H -2.597 0.211 -1.007
H -3.034 1.171 0.481
H -0.247 -2.768 0.570
H -0.910 -2.091 -0.967
```

- Total charge: +2
- Multiplicity: 1
- E: -2561.24360 Eh
- M: 579.580 g/mol